Entry 1:
# C38H53Br2F3N4O7S5

C38H53Br2F3N4O7S5 as an isolated structure at a distorted geometry (ωB97M-V with the def2-TZVPD basis set, OMol25).

Geometry as ORCA input:
```
! RIJCOSX wB97M-V def2-TZVPD def2/J DEFGRID3
* xyz 0 1
C 5.6188 -4.2842 -1.4467
O 5.6389 -2.9748 -0.8822
C 5.0744 -1.9894 -1.7699
C 4.2489 -0.9372 -0.9559
C 5.0286 -0.0850 0.0509
C 6.5676 -0.2368 0.2671
C 7.4185 0.4307 -0.9205
C 7.5656 1.9847 -0.7968
F 8.0178 2.3482 0.4817
Br 5.9285 2.9756 -1.3246
C 8.7151 2.4955 -1.7999
F 8.4145 2.1995 -3.1194
F 9.9558 2.0382 -1.4307
Br 8.7832 4.4915 -1.7325
C 4.3278 0.9031 0.8429
C 4.9653 1.8141 1.9467
C 4.6590 1.0903 3.3580
C 3.5303 1.8010 4.2117
S 2.3570 0.6209 5.0214
C 0.6531 0.9452 4.3785
S 0.2473 2.5197 4.0900
N -0.1232 -0.2178 4.1704
C -1.5780 0.0023 4.1100
C -2.0838 -0.1827 2.6089
O -1.9109 -1.5446 2.1427
C -0.7380 -2.1437 2.7142
C 0.3777 -1.0833 3.0743
C 2.8647 1.0717 0.5868
N 2.1758 2.0397 1.2925
S 0.6422 1.8832 0.6504
N 0.7713 0.6349 -0.4224
C 2.0971 0.2389 -0.4082
C 2.8170 -0.8215 -1.1884
C 1.9937 -1.7088 -2.1787
C 0.5570 -2.1634 -1.6280
C -0.6458 -1.7850 -2.5990
N -1.3356 -0.5296 -2.2475
C -2.8182 -0.6908 -2.2222
C -3.5129 0.7064 -2.0514
C -2.9113 1.6591 -1.1049
C -3.4009 3.0129 -0.8525
C -4.6023 3.4505 -1.6034
C -5.2232 2.5035 -2.5210
C -4.7175 1.1344 -2.7659
O -5.3535 0.2433 -3.6519
H 5.8238 -5.0104 -0.6079
H 6.4206 -4.4471 -2.2327
H 4.6322 -4.5628 -1.9132
H 5.9185 -1.4475 -2.2800
H 4.4409 -2.5207 -2.5235
H 6.9454 0.2398 1.2064
H 6.8502 -1.3218 0.3031
H 7.0469 0.1509 -1.9366
H 8.4605 0.0020 -0.8283
H 6.0782 1.9033 1.8508
H 4.4964 2.8266 1.8675
H 5.6242 1.0246 3.9440
H 4.3335 0.0433 3.1302
H 4.0581 2.3196 5.0688
H 3.0159 2.6153 3.6408
H -2.0576 -0.8549 4.6790
H -1.9540 0.9341 4.5916
H -1.6204 0.5572 1.9044
H -3.2033 -0.0186 2.5998
H -0.2909 -2.9165 2.0242
H -1.0341 -2.6699 3.6761
H 0.7268 -0.5316 2.1612
H 1.2404 -1.6737 3.5014
H 1.8084 -1.1467 -3.1329
H 2.5379 -2.6680 -2.4063
H 0.5514 -3.2935 -1.5777
H 0.3742 -1.8309 -0.5662
H -1.4071 -2.6112 -2.5828
H -0.2052 -1.7635 -3.6426
H -1.1627 0.1934 -2.9549
H -3.0447 -1.2891 -1.2884
H -3.1182 -1.2217 -3.1661
H -2.0147 1.3128 -0.5412
H -2.8602 3.6750 -0.1298
H -4.9682 4.4833 -1.4109
H -6.1463 2.8362 -3.0531
H -6.0833 -0.1352 -3.1243
C -9.8752 6.8755 -1.8961
C -8.8096 7.9010 -1.4971
C -7.4564 7.1836 -1.5046
S -7.6006 5.8555 -2.6995
O -7.5056 4.5960 -2.0004
O -6.7852 6.1586 -3.8491
C -9.3140 6.1463 -3.1113
H -10.8308 7.3509 -2.1206
H -10.0331 6.1693 -1.0758
H -8.7982 8.7161 -2.2262
H -9.0168 8.3394 -0.5199
H -6.6483 7.8500 -1.8030
H -7.2331 6.7404 -0.5338
H -9.8126 5.1997 -3.3130
H -9.3399 6.7816 -3.9981
C -0.6883 -8.3802 2.0159
C -1.9872 -7.5688 2.0485
C -1.6022 -6.0883 2.1243
S 0.0000 -5.9470 1.3341
O 0.9699 -5.5560 2.3278
O -0.1466 -5.2407 0.0844
C 0.2065 -7.6883 0.9944
H -0.8683 -9.4224 1.7494
H -0.2156 -8.3600 3.0021
H -2.5555 -7.7551 1.1327
H -2.6205 -7.8539 2.8898
H -2.3191 -5.4578 1.6000
H -1.4989 -5.7541 3.1569
H 1.2563 -7.9618 1.0864
H -0.1423 -7.8725 -0.0231
*
```

Properties
Molar mass (g/mol): 1055.00
Orbital gap (eV): 7.62
LUMO level (eV): -0.409
Highest occupied orbital energy (eV): -8.0



Entry 2:
# C38H53N10O2SSi2Sr

C38H53N10O2SSi2Sr as an isolated structure at a distorted geometry (ωB97M-V with the def2-TZVPD basis set, OMol25).

Geometry as ORCA input:
```
! RIJCOSX wB97M-V def2-TZVPD def2/J DEFGRID3
* xyz -1 1
Sr 0.6563 0.0502 -0.1296
C -0.8133 -4.4227 0.2922
C -0.2502 -3.1002 -0.1726
N -0.5065 -1.9935 0.4523
N -1.2149 -2.0376 1.5680
C -1.7651 -0.9298 2.0073
N -2.3930 -1.0323 3.2241
S -1.9845 0.5270 1.1754
C 0.5885 -3.0398 -1.3403
C 0.9386 -4.2063 -2.0463
C 1.7180 -4.1088 -3.1748
C 2.1591 -2.8562 -3.5842
C 1.7897 -1.7592 -2.8219
N 1.0334 -1.8374 -1.7495
H -1.4700 -4.2251 1.1365
H -0.0151 -5.0927 0.6122
H -1.3861 -4.9097 -0.4963
H -2.0559 -1.7402 3.8579
H -2.6782 -0.1522 3.6216
H 0.5872 -5.1727 -1.7220
H 1.9868 -4.9929 -3.7362
H 2.7708 -2.7394 -4.4634
H 2.1172 -0.7669 -3.0965
C -3.9030 -0.3716 -2.7914
Si -2.3573 -0.0360 -3.8630
C -1.4148 -1.7025 -3.9750
C -3.0599 0.1864 -5.6500
C -1.3463 1.3060 -3.0696
C 0.0556 1.3421 -3.2569
C 0.6668 1.0501 -4.5092
C 1.9763 1.3676 -4.7316
C 2.7314 1.9254 -3.6886
C 2.1158 2.0443 -2.4602
N 0.8445 1.7570 -2.2219
Si -2.1374 2.9296 -2.5821
C -2.8575 3.6717 -4.2166
C -0.9109 4.2797 -1.9660
C -3.6306 2.9108 -1.3849
H -4.2926 -1.3715 -2.9588
H -4.6919 0.3355 -3.0226
H -3.6764 -0.2707 -1.7361
H -1.9746 -2.4551 -4.5247
H -1.2305 -2.0883 -2.9790
H -0.4516 -1.5887 -4.4617
H -3.6937 -0.6530 -5.9269
H -2.2722 0.2683 -6.3937
H -3.6589 1.0882 -5.7158
H 0.0472 0.6702 -5.3080
H 2.4243 1.2264 -5.7091
H 3.7557 2.2381 -3.8371
H 2.6758 2.4124 -1.6096
H -2.0958 3.6976 -4.9901
H -3.2499 4.6776 -4.0985
H -3.6642 3.0458 -4.5822
H 0.1095 3.9404 -2.1064
H -1.0572 4.4910 -0.9113
H -1.0229 5.2159 -2.5079
H -4.5175 2.5615 -1.9014
H -3.8478 3.9044 -1.0023
H -3.4610 2.2579 -0.5363
N 1.2423 4.3316 0.9984
N 0.3195 3.2612 1.2127
H 1.0674 4.7989 0.1040
H 2.1639 3.9059 0.9483
H 0.1241 2.7525 0.3433
H -0.5570 3.6646 1.5358
C -1.0885 -0.1732 8.4449
C 0.2496 -0.0540 7.7763
C 1.3892 -0.4769 8.4481
C 2.6328 -0.3735 7.8515
C 2.7444 0.1483 6.5811
C 1.6145 0.5935 5.8900
N 1.7335 1.1099 4.6098
C 2.8284 1.7793 4.1316
C 3.6067 2.5841 4.9744
C 4.6806 3.2943 4.4858
C 5.0039 3.2309 3.1387
C 4.2223 2.4702 2.2924
C 3.1362 1.7405 2.7587
C 2.3209 0.9636 1.7564
O 2.6847 0.9886 0.5672
O 1.3142 0.3204 2.1415
C 0.3532 0.4944 6.4984
C -0.8739 0.9956 5.7967
H -0.9920 -0.6919 9.3957
H -1.7900 -0.7234 7.8199
H -1.5175 0.8114 8.6307
H 1.3006 -0.8945 9.4412
H 3.5157 -0.7168 8.3727
H 3.7068 0.2010 6.0939
H 1.1776 0.7102 3.8427
H 3.3374 2.6590 6.0180
H 5.2637 3.9120 5.1556
H 5.8481 3.7845 2.7550
H 4.4409 2.4191 1.2360
H -0.6208 1.4680 4.8520
H -1.3929 1.7221 6.4227
H -1.5652 0.1744 5.6086
N 4.7478 -3.0404 0.4893
C 4.2159 -3.2449 1.7347
C 2.9701 -2.6887 1.6975
N 2.7393 -2.1585 0.4717
C 3.8112 -2.3745 -0.2293
H 5.6665 -3.3140 0.1814
H 4.7578 -3.7569 2.5051
H 2.2242 -2.6295 2.4637
H 3.9495 -2.0898 -1.2533
*
```

Properties
Relative energy (zero: lowest compared OMol25 entry of this formula, charge and spin) (kcal/mol): 20.2
Molar mass (g/mol): 857.77
Orbital gap (eV): 5.72
LUMO level (eV): 2.111
Highest occupied orbital energy (eV): -3.6



Entry 3:
# C38H53N3P

A 2-piece molecular cluster, C38H53N3P overall at a distorted geometry (ωB97M-V with the def2-TZVPD basis set, OMol25).

Geometry as ORCA input:
```
! RIJCOSX wB97M-V def2-TZVPD def2/J DEFGRID3
* xyz 1 1
C -3.7904 1.1374 -2.5353
C -3.1073 0.6276 -1.2601
C -3.4659 -0.8350 -1.0010
C -3.4355 1.5036 -0.0379
C -4.7672 1.7179 0.3190
C -5.0986 2.5805 1.3648
C -4.0957 3.3047 2.0128
C -2.7547 3.1223 1.6616
C -1.7012 4.0687 2.2490
C -1.8798 4.2620 3.7597
C -1.7306 5.4315 1.5568
C -2.4293 2.1470 0.6973
N -1.0496 2.0072 0.2546
P 0.1601 0.9606 0.9220
H 0.1141 -0.0893 -0.1355
N 1.3538 1.9740 0.1820
C 2.7544 2.1011 0.5545
C 3.7154 1.4422 -0.2275
C 3.3186 0.5421 -1.4135
C 3.6978 -0.9183 -1.1553
C 3.9246 1.0408 -2.7320
C 5.0656 1.6782 0.0332
C 5.4584 2.5713 1.0305
C 4.4955 3.3022 1.7273
C 3.1355 3.0989 1.4751
C 2.1225 4.0528 2.1201
C 2.1182 5.4153 1.4258
C 2.3984 4.2529 3.6158
C 0.8138 2.9784 -0.6060
C -0.5318 3.0007 -0.5619
H -3.5195 2.1815 -2.7354
H -3.4820 0.5446 -3.4055
H -4.8837 1.0752 -2.4603
H -2.0245 0.6916 -1.4155
H -2.9635 -1.2056 -0.0969
H -4.5486 -0.9636 -0.8650
H -3.1608 -1.4697 -1.8438
H -5.5580 1.2172 -0.2452
H -6.1416 2.7087 1.6570
H -4.3706 4.0317 2.7815
H -0.7205 3.6099 2.0695
H -2.0240 3.2978 4.2600
H -0.9970 4.7528 4.1901
H -2.7490 4.9028 3.9622
H -1.5258 5.3483 0.4828
H -2.7197 5.8977 1.6846
H -0.9855 6.1091 1.9946
H 2.2282 0.6014 -1.5053
H 3.2985 -1.2654 -0.1935
H 3.2947 -1.5796 -1.9336
H 4.7887 -1.0459 -1.1397
H 3.6424 2.0836 -2.9249
H 5.0205 0.9812 -2.7200
H 3.5670 0.4423 -3.5790
H 5.8218 1.1725 -0.5733
H 6.5183 2.7195 1.2466
H 4.8137 4.0532 2.4560
H 1.1298 3.5994 2.0037
H 1.8523 5.3338 0.3652
H 1.4024 6.0964 1.9055
H 3.1149 5.8774 1.4975
H 2.5810 3.2921 4.1099
H 3.2760 4.8988 3.7574
H 1.5442 4.7421 4.1022
H 1.4623 3.6292 -1.1720
H -1.1938 3.6715 -1.0881
C -3.4568 -6.5833 -1.3987
C -3.4613 -5.0689 -1.6191
C -2.5054 -4.3386 -0.6854
N -1.1597 -4.9276 -0.7043
C -0.0846 -4.1482 -0.7465
C 1.2322 -4.6861 -0.9751
C 1.4350 -5.7902 -1.8524
C 2.6853 -6.3966 -1.9282
C 3.7813 -5.8682 -1.2318
C 3.6053 -4.7391 -0.4133
C 2.3489 -4.1517 -0.2767
C -1.1543 -6.3600 -0.3325
C -2.0524 -7.1768 -1.2520
H -4.0092 -6.8027 -0.4772
H -3.9719 -7.0843 -2.2293
H -3.2187 -4.8456 -2.6639
H -4.4704 -4.6879 -1.4350
H -2.4275 -3.2866 -0.9675
H -2.9114 -4.3996 0.3396
H -0.2068 -3.0678 -0.5676
H 0.5993 -6.1612 -2.4540
H 2.8041 -7.2914 -2.5446
H 4.7585 -6.3573 -1.2991
H 4.4564 -4.3317 0.1409
H 2.1943 -3.2904 0.3786
H -0.1421 -6.7666 -0.3223
H -1.5611 -6.4540 0.6881
H -2.1246 -8.2004 -0.8608
H -1.5800 -7.2496 -2.2351
*
```

Properties
Molar mass (g/mol): 582.84
Orbital gap (eV): 4.41
LUMO level (eV): -4.408
Highest occupied orbital energy (eV): -8.8



Entry 4:
# C38H54ClNOP4Re

C38H54ClNOP4Re as an isolated structure at a distorted geometry (ωB97M-V with the def2-TZVPD basis set, OMol25).

Geometry as ORCA input:
```
! RIJCOSX wB97M-V def2-TZVPD def2/J DEFGRID3
* xyz 2 4
P -1.6746 -1.0746 -3.4220
C -3.3870 -1.1631 -4.0938
C -3.8758 -0.3833 -5.1525
H -3.2424 0.3719 -5.6170
C -5.1812 -0.5632 -5.6231
H -5.5403 0.0428 -6.4544
C -6.0181 -1.5121 -5.0330
H -7.0336 -1.6564 -5.4057
C -5.5428 -2.2830 -3.9660
H -6.1913 -3.0263 -3.5061
C -4.2453 -2.1039 -3.4933
H -3.8765 -2.6954 -2.6533
C -1.0725 0.4145 -4.3230
C -1.3560 1.6610 -3.7327
H -1.8807 1.6883 -2.7758
C -0.9905 2.8449 -4.3696
H -1.2307 3.8043 -3.9138
C -0.3205 2.8051 -5.5976
H -0.0384 3.7327 -6.0970
C -0.0233 1.5739 -6.1842
H 0.4976 1.5320 -7.1414
C -0.3938 0.3838 -5.5497
H -0.1484 -0.5693 -6.0160
C -0.8892 -2.3939 -4.4388
C -1.4958 -3.0237 -5.5358
H -2.5172 -2.7714 -5.8167
C -0.7992 -3.9820 -6.2785
H -1.2829 -4.4528 -7.1343
C 0.5061 -4.3322 -5.9285
H 1.0532 -5.0709 -6.5150
C 1.1110 -3.7232 -4.8235
H 2.1300 -3.9923 -4.5483
C 0.4186 -2.7724 -4.0759
H 0.8860 -2.3149 -3.2027
Re -0.1333 -0.0770 2.4311
C 1.7540 0.6384 2.0230
C 2.0936 1.1177 0.7858
H 2.5274 0.6509 2.8035
C 1.0854 0.8788 -0.3086
O 1.6559 -0.0477 -1.2642
H 0.9833 -0.3224 -1.9106
C -0.0789 0.3091 0.4235
H 0.7819 1.8227 -0.7939
C -0.8552 -0.7180 0.6425
Cl -2.2944 -1.0917 3.0705
P 1.0024 -2.1508 2.7337
P -1.4106 1.9123 2.6594
C 0.4110 -3.2681 4.0408
H -0.6717 -3.4078 3.9474
H 0.6537 -2.8550 5.0273
H 0.9197 -4.2342 3.9230
C 0.9118 -3.1884 1.2383
H 1.4048 -2.6740 0.4038
H -0.1401 -3.3609 0.9836
H 1.4174 -4.1418 1.4404
C 2.7980 -2.1238 3.0666
H 3.0019 -1.5431 3.9750
H 3.3305 -1.6636 2.2244
H 3.1562 -3.1535 3.2067
C -2.2350 2.2111 4.2572
H -1.4951 2.3797 5.0481
H -2.8652 1.3555 4.5240
H -2.8572 3.1095 4.1511
C -0.5620 3.4960 2.3545
H 0.0437 3.4337 1.4415
H 0.0821 3.7667 3.1992
H -1.3298 4.2718 2.2232
C -2.8115 1.9929 1.4966
H -3.4706 1.1316 1.6545
H -2.4408 1.9829 0.4651
H -3.3520 2.9292 1.6872
P 3.7197 1.8463 0.3900
C 4.4759 2.6065 1.8230
C 3.3995 3.0892 -0.8619
H 4.6948 1.8580 2.5965
H 3.8190 3.3819 2.2417
H 5.4186 3.0760 1.5058
H 2.9006 2.6261 -1.7232
H 4.3536 3.5316 -1.1761
H 2.7552 3.8725 -0.4416
C 4.7448 0.5419 -0.2854
H 5.0618 -0.1383 0.5166
H 5.6302 0.9910 -0.7554
H 4.1571 -0.0148 -1.0284
H -1.5849 -1.3566 0.1750
C -1.3072 -1.0640 6.0080
C -0.1268 -0.2071 5.8769
C 0.6070 0.2014 7.0184
C 1.5289 1.1409 6.5835
C 1.3366 1.2969 5.1909
C 2.0585 2.3518 4.4652
N 0.3789 0.4118 4.7522
H -1.1996 -2.0092 5.4749
H -2.2305 -0.5697 5.6887
H -1.4033 -1.2898 7.0778
H 0.3884 -0.1669 8.0096
H 2.2744 1.7043 7.1250
H 2.0042 3.2837 5.0497
H 3.1221 2.0917 4.3751
H 1.6574 2.5494 3.4718
*
```

Properties
Molar mass (g/mol): 886.41
Orbital gap (spin up / spin down) (eV): 7.31 / 4.67
LUMO level (spin up / spin down) (eV): -4.594 / -7.237
Highest occupied orbital energy (spin up / spin down) (eV): -11.9 / -11.9